[1]
# C2H8S3

A 2-piece molecular cluster, C2H8S3 overall (ωB97M-V/def2-TZVPD, OMol25).

Structure (ORCA input):
```
! RIJCOSX wB97M-V def2-TZVPD def2/J DEFGRID3
* xyz 0 1
S -2.01096 0.16332 1.44489
S 1.60868 1.55474 0.61499
S 1.93382 -0.47849 0.98621
C 1.60337 -1.06025 -0.69847
C -2.21076 0.30653 -0.36491
H -3.19775 0.71099 -0.57329
H 1.86724 1.90613 1.87798
H 1.99717 -0.33068 -1.39495
H -1.44283 0.94299 -0.79585
H -0.68842 0.10225 1.38567
H 2.15279 -1.98137 -0.82275
H -2.14733 -0.69459 -0.78286
H 0.53499 -1.14155 -0.87666
*
```

Results
Structure (SMILES): CSS.CS
Energy relative to the best compared isomer or geometry (same formula, charge and spin): 9.2 kcal per mole
Orbital gap: 8.69 eV

[2]
# C4H2ClFO2

A 2-piece molecular cluster, C4H2ClFO2 overall (ωB97M-V/def2-TZVPD, OMol25).

Structure (ORCA input):
```
! RIJCOSX wB97M-V def2-TZVPD def2/J DEFGRID3
* xyz 0 1
Cl 2.14208 -0.75367 -0.09906
F -0.75774 -1.90573 0.03813
O -2.94181 -0.29396 -0.02563
O -0.05968 2.53634 -0.38086
C 0.59191 0.13212 -0.07092
C 0.82987 1.64205 0.36238
C -1.87385 0.29074 0.11479
C -0.49726 -0.61374 0.06405
H -1.70075 1.27543 0.05663
H 1.81297 2.04257 1.71438
*
```

Results
Energy relative to the best compared isomer or geometry (same formula, charge and spin): 131.9 kcal per mole
Orbital gap: 8.87 eV

[3]
# C31H94N20O13

A 13-piece molecular cluster, C31H94N20O13 overall (ωB97M-V/def2-TZVPD, OMol25).

Structure (ORCA input):
```
! RIJCOSX wB97M-V def2-TZVPD def2/J DEFGRID3
* xyz 0 1
O -2.07880 -0.46113 -4.89861
O 2.73570 -3.37167 2.39817
O 3.70868 0.70090 1.35521
O -4.19252 4.72751 4.88958
O -4.29221 3.09764 -0.89422
O 6.10768 1.07756 -3.20963
O -0.90383 6.19475 4.06428
O -0.86134 -5.95720 2.71204
O -2.68073 -0.62421 1.10050
O 0.12060 1.11503 -0.77542
O -1.68272 -5.19574 -1.96017
O 2.62606 4.77830 -1.76525
O 5.60461 -2.82461 -1.75595
N 1.57938 2.38057 2.35865
N -3.72609 -5.59389 -2.92215
N 4.27523 -0.25673 -2.99439
N 1.14543 -1.46433 -0.28443
N -3.46401 -3.80064 -5.61404
N -0.71740 4.79049 2.30199
N -4.13395 -2.12467 2.02225
N 0.07691 -5.05511 0.85305
N -2.13797 -7.23290 -2.89575
N -3.43320 1.42437 3.42061
N -5.39537 1.82886 -2.45426
N -3.17435 -2.45526 -0.06793
N -2.47726 6.27265 2.43160
N -2.13087 -5.66812 0.82657
N -4.19313 0.84556 -0.75455
N 3.34108 -3.15279 -1.39595
N 3.46834 7.57007 0.52448
N 5.00541 -6.24393 2.35117
N 5.05690 0.34031 -5.07863
N 4.51069 -2.02500 0.10317
C 4.11394 -5.18291 1.85477
C -3.30481 -1.70539 1.05938
C 5.18607 0.45981 -3.72081
C 2.95482 2.38780 2.89952
C -1.34512 -2.84028 -6.44454
C 0.23420 -2.15876 -2.52686
C 2.61119 6.42814 0.10687
C -4.58657 2.00260 -1.36558
C 3.60181 0.99935 2.70636
C -0.75299 2.01750 -0.11476
C 2.88340 2.78641 4.37996
C 1.70879 -2.78717 3.19227
C 4.73931 1.33093 0.59910
C -3.89765 2.83070 3.43722
C 1.21324 6.90697 -0.19029
C 3.22643 -5.73137 0.74132
C -4.56395 5.21821 6.15608
C 0.71051 -1.03172 -1.62653
C -4.17981 3.32559 4.85537
C -3.02502 -1.49581 -5.02584
C -0.40285 0.00931 -1.46261
C 3.38233 -4.48068 2.99422
C 3.29214 5.84440 -1.14287
C -2.68276 0.71396 -4.40700
C -5.10441 2.93405 2.50162
C -2.45960 -5.95174 -2.54105
C -2.39325 -2.83182 -5.34535
C -0.97385 -5.55605 1.55945
C 4.57947 -2.63509 -1.10815
C 2.39626 3.67686 -0.90254
C -1.36639 5.73205 3.01453
H 0.40971 -1.88122 -3.56892
H -3.11362 3.44642 2.98134
H 2.58132 -2.66150 -0.93292
H -2.11590 -5.44002 -0.16048
H -3.59601 0.84450 0.05735
H 1.20562 7.67475 -0.97185
H -4.39940 -6.32411 -3.06261
H 4.54003 1.15221 -0.45107
H 2.92756 0.35358 3.28397
H -1.15852 1.55625 0.79050
H -0.87939 0.26059 -2.41669
H 0.89151 -4.80004 1.38216
H 4.57854 -0.35834 -2.04041
H 3.70091 -0.94893 -3.43222
H -1.50265 2.37973 -0.82129
H 0.59542 7.23578 0.64651
H 3.95424 -4.25031 3.89876
H 3.02239 8.02860 1.31493
H 3.24629 -3.89448 -2.06132
H 0.19908 4.53216 2.62848
H -3.46900 1.05747 -5.08707
H 1.59034 3.98331 -0.22822
H -0.99375 -3.81601 -6.76644
H 2.54231 -6.52234 1.06968
H 5.36616 -1.71465 0.52328
H 4.30365 5.54490 -0.84767
H 3.87126 -6.21314 0.00777
H -5.66499 2.59935 -3.03205
H -2.80475 -7.70415 -3.46984
H -1.92911 -3.26067 -4.44767
H -1.81883 -2.33027 -7.29952
H -0.12748 -4.62750 -0.03536
H 4.52864 -7.04729 2.74553
H -2.69299 5.98166 1.49565
H 1.69588 1.99968 1.41376
H 3.51593 3.15128 2.35425
H 2.14312 2.76709 -1.44039
H 5.82417 0.67524 -5.63033
H -5.91936 2.31095 2.88377
H -4.52432 6.30432 6.09504
H -5.48254 3.95605 2.58392
H -3.06821 6.91264 2.92026
H -1.16746 -0.50498 -0.86693
H -4.30993 -0.02905 -1.23336
H -1.20198 4.22717 1.62841
H -2.94175 -6.05993 1.26359
H -5.07471 2.80384 5.21682
H 5.67367 0.86235 0.91829
H -0.17136 2.87300 0.22958
H 2.58387 -5.17067 3.32279
H 5.58882 -5.88064 3.09662
H -1.93673 1.49284 -4.27006
H -3.88345 -3.67618 -6.53286
H 0.91767 -3.53008 3.30935
H 0.41076 -2.01673 0.17437
H -4.25007 -1.62550 2.88505
H -3.95707 4.84679 6.98543
H -3.15001 0.55955 -3.42568
H -4.12018 -4.67166 -2.90627
H -4.67760 -2.95699 1.88681
H 1.17288 1.57865 2.84844
H 1.44094 -1.82892 2.74629
H 4.21324 0.04116 -5.52522
H 3.88419 2.66981 4.80530
H 0.61340 6.10700 -0.64928
H -3.02506 -4.71364 -5.66442
H 4.81894 2.40411 0.77533
H 2.57663 5.63077 0.85507
H -2.44128 1.41491 3.65882
H 2.12556 -2.45978 4.15445
H 0.78651 -3.07718 -2.33458
H -4.86174 2.63319 1.48497
H -5.54433 0.87678 -2.72691
H -5.61124 4.97124 6.37348
H 4.78460 -4.49328 1.33508
H -0.83963 -2.35633 -2.47370
H -3.39702 1.12166 2.44963
H 2.61174 -4.94206 0.32684
H -2.43779 -2.05174 -0.62233
H 3.34639 6.65701 -1.87079
H 3.30238 8.23012 -0.23538
H 3.31198 3.50245 -0.32915
H -3.71557 -3.24354 -0.36280
H 1.02205 -0.62276 0.28751
H 1.60938 -0.56664 -2.04026
H -3.58379 -1.63094 -4.09001
H -1.29449 -7.59362 -2.48661
H 2.21409 2.15602 4.96618
H -0.51260 -2.14407 -6.30669
H 3.62541 -2.05781 0.57783
H -3.34912 2.95182 5.47087
H 4.53217 0.91866 3.28750
H 2.59398 3.83363 4.43189
H -3.76038 -1.22574 -5.79716
*
```

Results
Energy relative to the best compared isomer or geometry (same formula, charge and spin): 17.5 kcal per mole
Orbital gap: 8.62 eV